i.
A gas-phase ion, C5H7N2O (charge +1). Source: the OMol25 dataset; level of theory: the ωB97M-V functional and the def2-TZVPD basis.

Structure (ORCA input):
```
! wB97M-V def2-TZVPD RIJCOSX def2/J DEFGRID3
* xyz 1 1
C 2.567 0.564 0.075
C 1.229 1.060 -0.104
C 2.399 -0.832 0.018
C 0.373 -0.098 0.030
C -1.085 -0.318 0.001
N -1.764 0.812 -0.002
N -1.587 -1.554 -0.063
O 1.142 -1.214 -0.017
H 3.597 1.156 -0.070
H 0.888 2.096 0.030
H 3.260 -1.625 -0.155
H -1.461 1.770 -0.175
H -2.825 0.815 0.078
H -0.929 -2.332 0.102
H -2.512 -1.912 -0.028
*
```

LUMO energy = -4.316 eV
HOMO energy = -13.17 eV
structure (SMILES) = NC(=[NH2+])c1ccco1

Atomic partial charges in e from the natural (NBO) method, atoms 1 to 6: -0.315, -0.189, 0.174, 0.114, 0.515, -0.727



ii.
A gas-phase ion, C5H7N2O (charge +1). Source: the OMol25 dataset; level of theory: the ωB97M-V functional and the def2-TZVPD basis.

Structure (ORCA input):
```
! wB97M-V def2-TZVPD RIJCOSX def2/J DEFGRID3
* xyz 1 1
C 2.500 0.012 0.130
C 3.113 0.679 -0.796
C -0.967 -0.960 -0.176
C 0.239 -1.561 0.043
C -2.124 1.339 0.072
N -1.250 0.148 0.351
N 1.410 -0.679 0.486
O 3.909 1.077 -1.642
H -1.728 -1.479 -0.834
H 0.471 -2.623 -0.094
H -1.547 2.168 0.613
H -3.014 1.173 0.603
H -2.320 1.628 -0.943
H -0.384 0.519 1.170
H 1.691 -1.440 1.018
*
```

LUMO energy (spin up / spin down) = -5.775 / -6.933 eV
HOMO energy (spin up / spin down) = -13.40 / -13.01 eV
structure (SMILES) = CN/C=C\[NH+]=C=C=O

Atomic partial charges in e from the natural (NBO) method, atoms 1 to 6: 0.007, 0.556, 0.081, -0.020, -0.411, -0.421



Which of the structures shown above is the most stable? The most stable is i.